[1]
96
Properties=species:S:1:pos:R:3:mulliken_charge:R:1 method="wB97M-V/def2-TZVPD" charge=+1 orbital_gap_ev="8.67 / 5.96" s2=0.758 multiplicity=2
Ca -0.50817 0.38076 0.55645 1.52
C -2.96608 -0.65291 -3.20877 -1.59
C -1.77749 -0.31588 -2.56255 -0.90
N -1.90550 -0.43537 -1.24384 0.49
N -3.17781 -0.84839 -1.01669 0.37
C -3.83096 -0.98523 -2.18373 -0.18
B -3.61250 -1.07839 0.46218 0.16
N -2.54050 -2.00753 1.11098 1.13
C -2.46795 -3.34456 0.97283 -0.18
C -1.29597 -3.78290 1.55242 -1.23
C -0.69031 -2.61253 2.01900 -0.51
N -1.44160 -1.54690 1.75330 -1.03
N -3.69691 0.28060 1.20812 0.68
C -4.78394 0.77729 1.82911 -0.02
C -4.47302 2.02435 2.32589 -1.68
C -3.14137 2.21960 1.95458 -0.38
N -2.67958 1.17389 1.27480 -0.09
N -4.96278 -1.76332 0.58126 0.49
C -5.41710 -2.47503 1.64766 -0.25
C -6.77173 -2.62793 1.50884 -0.94
C -7.07315 -1.95275 0.31071 -0.28
N -5.99353 -1.41911 -0.22954 -1.17
H -3.17299 -0.65636 -4.26439 0.55
H -0.83494 -0.00092 -2.98645 0.49
H -4.86297 -1.28685 -2.18934 0.59
H -3.25979 -3.89213 0.48887 0.64
H -0.94763 -4.79704 1.64217 0.48
H 0.24417 -2.49364 2.54516 0.58
H -5.70332 0.21757 1.86894 0.36
H -5.11202 2.68771 2.88095 0.48
H -2.49118 3.05678 2.16251 0.48
H -4.74949 -2.80467 2.42574 0.49
H -7.44277 -3.15213 2.16624 0.43
H -8.02923 -1.83288 -0.17365 0.48
C -2.39182 3.31656 -1.60112 -0.91
N -1.90547 4.22911 -0.57627 0.36
C -2.59025 5.30627 -0.07443 -0.26
C -1.79762 5.86335 0.87204 -0.79
N -0.63058 5.14149 0.94802 0.27
B 0.41415 5.55505 2.08394 0.37
N 1.70869 4.68700 2.06778 -0.06
C 2.96598 5.15271 1.78765 -0.47
C 3.83451 4.11263 1.87485 -0.51
N 3.09092 3.00516 2.20618 0.25
C 3.58399 1.64288 2.33939 -0.68
C 1.80204 3.37593 2.31779 -0.16
S 0.46906 2.33151 2.56770 -0.03
C -0.71781 4.14066 0.06671 -0.12
S 0.45395 2.91692 -0.26174 -0.32
H -3.31183 3.72681 -2.00831 0.32
H -2.59556 2.33744 -1.16904 0.32
H -1.65579 3.22015 -2.39589 0.30
H -3.56425 5.58015 -0.43793 0.45
H -1.96163 6.71940 1.50179 0.51
H -0.15320 5.40997 3.13265 -0.05
H 0.74224 6.69050 1.86811 -0.18
H 3.13887 6.18930 1.56244 0.52
H 4.90160 4.06470 1.75240 0.48
H 4.62846 1.62816 2.03874 0.33
H 3.00329 0.98358 1.69371 0.02
H 3.49758 1.31088 3.37236 0.31
O 1.55333 -0.37073 0.15871 0.35
As 2.47662 -1.42838 -0.74026 1.34
C 3.08930 -2.84545 0.38068 0.47
C 3.26690 -2.58760 1.73560 -0.44
C 3.72078 -3.59860 2.56832 -0.74
C 3.99574 -4.85601 2.04576 -0.46
C 3.81515 -5.11010 0.69334 -0.78
C 3.35766 -4.10393 -0.14571 -0.31
C 3.95813 -0.45822 -1.45211 -0.05
C 5.11013 -1.11251 -1.87462 -0.33
C 6.16151 -0.37233 -2.39363 -0.71
C 6.05788 1.00976 -2.48605 -0.42
C 4.90704 1.65879 -2.05994 -0.78
C 3.85041 0.92569 -1.53890 -0.67
C 1.46257 -2.20023 -2.15880 0.03
C 1.71966 -1.88458 -3.48732 -0.46
C 0.91751 -2.42820 -4.48230 -0.70
C -0.12712 -3.27661 -4.14449 -0.64
C -0.38139 -3.58712 -2.81428 -0.52
C 0.41264 -3.04956 -1.81556 -0.48
H 3.03604 -1.60646 2.13411 0.32
H 3.85806 -3.40826 3.62446 0.44
H 4.34903 -5.64361 2.69798 0.42
H 4.02440 -6.09277 0.29258 0.42
H 3.19748 -4.30721 -1.19828 0.46
H 5.19653 -2.18999 -1.79251 0.42
H 7.06231 -0.87261 -2.72260 0.42
H 6.88069 1.58336 -2.89188 0.40
H 4.82916 2.73566 -2.13435 0.47
H 2.95040 1.42258 -1.19556 0.59
H 2.53830 -1.22386 -3.74769 0.42
H 1.11180 -2.19065 -5.51966 0.44
H -0.75042 -3.69768 -4.92240 0.43
H -1.20416 -4.24036 -2.55526 0.44
H 0.20654 -3.28369 -0.77664 0.43

***

[2]
91
Properties=species:S:1:pos:R:3:mulliken_charge:R:1 method="wB97M-V/def2-TZVPD" charge=+2 orbital_gap_ev=5.42
Hf 12.83778 -15.77502 -2.78336 0.28
C 9.80527 -15.94200 -1.96719 -0.64
C 9.89252 -16.79382 -3.26403 -0.61
N 11.26822 -17.28290 -3.46703 -0.03
C 11.57199 -18.58915 -2.84833 -0.57
C 12.96257 -18.61799 -2.24271 -0.94
N 13.28422 -17.38550 -1.51838 -0.23
C 12.38510 -17.14168 -0.24962 -0.48
C 11.59699 -15.80585 -0.20654 -0.57
N 11.06276 -15.30220 -1.54676 -0.23
H 9.11369 -15.14280 -2.12398 0.53
H 9.45299 -16.53233 -1.05844 0.33
H 9.28782 -17.71548 -3.12691 0.43
H 9.55548 -16.28810 -4.15998 0.39
H 11.38656 -17.29686 -4.47010 -0.06
H 10.86325 -18.89952 -2.12862 0.54
H 11.61742 -19.41066 -3.59871 0.31
H 12.89492 -19.40258 -1.45867 0.42
H 13.73197 -18.79846 -3.01227 0.47
H 14.25847 -17.37290 -1.23241 0.45
H 11.64625 -17.94254 -0.14797 0.25
H 13.06705 -17.13849 0.62318 0.55
H 10.78358 -16.05430 0.51935 0.53
H 12.16480 -14.99485 0.21574 0.10
H 10.86552 -14.27564 -1.51622 0.34
O 9.49385 -7.08209 -4.04467 -0.49
C 10.40237 -7.90916 -3.48426 0.88
C 11.77575 -7.95130 -3.87358 -0.67
C 12.52838 -8.93174 -3.25916 -0.41
N 12.04848 -9.74904 -2.30441 -0.30
C 10.73508 -9.67360 -1.99213 0.05
Br 10.13867 -10.80457 -0.63860 -0.20
C 9.82430 -8.78961 -2.54001 -0.37
H 9.84986 -6.46597 -4.67560 0.32
H 12.12126 -7.32716 -4.67930 0.35
H 13.63545 -9.02001 -3.40162 0.38
H 8.76942 -8.70942 -2.40472 0.48
C 18.71525 -11.91809 1.26446 -0.93
C 18.02811 -13.09858 1.91613 0.62
C 18.81502 -13.79743 2.83123 -0.59
C 18.29873 -14.80084 3.73652 -0.92
C 16.94143 -14.97683 3.68891 -0.42
C 16.12236 -14.30562 2.82438 -0.78
C 16.60256 -13.41493 1.84821 0.73
P 15.48398 -13.00877 0.46505 0.71
C 15.54873 -11.25736 0.26368 1.27
C 16.51235 -10.70565 -0.63324 -0.66
C 16.54895 -9.30217 -0.74446 -0.83
C 15.70560 -8.47514 0.04719 -0.76
C 14.74818 -9.02686 0.90725 -0.78
C 14.60976 -10.45408 1.00549 0.69
C 13.49577 -11.11479 1.83169 -1.35
C 15.97662 -13.90767 -0.99531 0.28
C 17.19313 -14.59222 -0.94160 -0.43
C 17.57114 -15.39117 -2.00472 -0.77
C 16.84801 -15.44030 -3.14010 -1.37
C 15.53604 -14.89833 -3.15573 -0.08
C 15.01872 -14.09061 -2.09521 -0.01
C 13.60469 -13.72953 -2.12250 -0.38
H 19.77280 -11.91608 1.54370 0.51
H 18.15576 -10.97126 1.52352 0.18
H 18.66213 -11.99162 0.15045 0.14
H 19.86601 -13.60382 2.86017 0.37
H 18.94331 -15.49917 4.29488 0.38
H 16.43149 -15.67658 4.37508 0.35
H 14.98478 -14.33029 2.89674 0.24
H 17.20579 -11.32362 -1.26073 0.31
H 17.23279 -8.84513 -1.46213 0.46
H 15.81637 -7.39415 -0.03250 0.43
H 14.01236 -8.40815 1.39364 0.46
H 12.73166 -10.48926 2.30414 0.41
H 14.00812 -11.77450 2.54987 0.33
H 12.97554 -11.81850 1.21559 0.16
H 17.78387 -14.51274 -0.01017 0.32
H 18.44880 -16.03605 -1.88681 0.44
H 17.13365 -15.86824 -4.06010 0.59
H 14.95932 -15.09058 -4.04722 0.85
H 13.33926 -12.88330 -2.81535 0.46
H 13.31640 -13.49173 -1.07247 -0.04
F 11.98622 -19.19617 -9.69321 -0.24
C 12.12369 -18.27281 -8.70300 0.42
C 11.12172 -17.31430 -8.51263 0.11
F 10.09244 -17.18204 -9.38536 -0.25
C 11.19004 -16.50861 -7.38555 0.59
F 10.02918 -15.91518 -7.02220 -0.28
C 12.26825 -16.44821 -6.54107 -0.57
Se 12.44624 -14.95183 -5.35089 0.04
C 13.22596 -17.49633 -6.71819 0.53
F 14.31312 -17.61920 -5.88444 -0.31
C 13.06944 -18.43527 -7.70040 0.06
F 13.86220 -19.54909 -7.69000 -0.26

***

[3]
88
Properties=species:S:1:pos:R:3:mulliken_charge:R:1 method="wB97M-V/def2-TZVPD" charge=+3 orbital_gap_ev="6.64 / 6.55" s2=0.779 multiplicity=2
Re 0.75652 2.46976 0.17384 1.48
C -3.19576 -2.75553 4.31334 -0.95
C -1.73220 -2.96403 3.97824 -1.02
N -1.24256 -2.05820 2.89351 0.22
C -0.67565 -0.90605 3.23360 -0.14
C -0.24792 0.04484 2.32514 -0.22
C 0.30724 1.29172 2.89481 0.31
O 0.54983 1.43727 4.04604 -0.57
O 0.53593 2.35914 2.04129 -0.27
C -0.40296 -0.21114 0.96606 1.35
O 0.01153 0.57173 0.01676 -0.48
C -1.03036 -1.43962 0.58385 0.87
C -1.23529 -1.75147 -0.77426 -0.64
C -1.84928 -2.89674 -1.12573 -0.23
F -2.08952 -3.13539 -2.42715 -0.35
C -2.30870 -3.84844 -0.17483 -0.80
C -2.11139 -3.54165 1.16024 -0.33
C -1.47207 -2.34881 1.54494 -0.46
N -2.96920 -5.00163 -0.56511 0.24
C -3.71885 -5.76239 0.42374 -0.71
C -4.67726 -6.70751 -0.26682 -1.20
N -3.91580 -7.72913 -1.10359 -0.04
C -2.61792 -7.15360 -1.66871 -1.01
C -2.76308 -5.65815 -1.86494 -0.52
H -3.48769 -3.44106 5.11005 0.40
H -3.83986 -2.93430 3.45005 0.30
H -3.37634 -1.73750 4.66462 0.34
H -1.51666 -3.98319 3.67253 0.49
H -1.09659 -2.76265 4.83488 0.45
H -0.52822 -0.72468 4.29313 0.59
H -0.91359 -1.06287 -1.54387 0.59
H -2.43100 -4.24129 1.91652 0.53
H -4.33240 -5.09248 1.02466 0.68
H -3.07041 -6.31333 1.11821 0.40
H -5.33702 -6.17731 -0.94736 0.39
H -5.28210 -7.25290 0.44962 0.46
H -4.51247 -8.05605 -1.86322 0.36
H -3.70827 -8.55407 -0.54203 0.36
H -2.40304 -7.66831 -2.59992 0.45
H -1.83836 -7.38906 -0.94913 0.36
H -3.57465 -5.43926 -2.56298 0.30
H -1.84914 -5.31496 -2.33132 0.55
C -1.57309 3.17590 -3.45434 -1.53
C -0.42493 3.46324 -2.55627 0.76
O -0.18783 2.66180 -1.58041 -0.45
N 0.33125 4.49796 -2.77708 0.18
C 1.47466 4.86526 -1.94785 -0.33
C 1.08692 5.44947 -0.62363 0.90
C 0.94887 6.80401 -0.45572 -0.87
C 0.67766 7.31969 0.80510 -0.38
C 0.58627 6.44906 1.87338 -1.03
C 0.72939 5.09480 1.64534 -0.22
N 0.95405 4.58543 0.40920 0.31
H -1.74553 2.10412 -3.47450 0.31
H -1.39427 3.54667 -4.46339 0.47
H -2.46499 3.66631 -3.05234 0.34
H 0.14212 5.03823 -3.60921 0.33
H 2.05642 5.59252 -2.50537 0.76
H 2.09972 3.99153 -1.81372 -0.91
H 1.07431 7.45849 -1.31026 0.52
H 0.55971 8.38838 0.94486 0.45
H 0.41031 6.80043 2.88134 0.50
H 0.67880 4.37914 2.44843 0.61
C 2.54728 1.70505 -5.20559 -0.51
C 1.74555 1.05684 -4.27591 -0.51
C 2.03957 1.14967 -2.91831 -0.07
C 3.13383 1.89014 -2.48083 -0.09
C 3.96511 2.49150 -3.42477 -0.34
C 3.66445 2.41830 -4.77855 -0.70
C 3.48402 1.98505 -1.04693 -0.78
C 2.70823 2.01950 0.06237 0.51
C 3.30974 1.73449 1.41768 -0.81
C 3.37887 0.41614 1.84003 0.07
C 3.93868 0.11585 3.07907 -0.88
C 4.41638 1.13343 3.89026 -0.51
C 4.33783 2.45427 3.46608 -0.84
C 3.77533 2.75594 2.23136 0.02
H 2.32939 1.62164 -6.26528 0.45
H 0.91426 0.44659 -4.61294 0.49
H 1.45439 0.58860 -2.19703 0.43
H 4.85274 3.02489 -3.09373 0.49
H 4.31413 2.89220 -5.50317 0.45
H 4.55139 1.96476 -0.82851 0.53
H 3.01725 -0.37845 1.19314 0.51
H 4.01109 -0.91549 3.40116 0.46
H 4.85787 0.89956 4.85154 0.45
H 4.71302 3.24945 4.09915 0.44
H 3.71230 3.78790 1.89744 0.49

***

Results for energy relative to the best compared isomer or geometry (same formula, charge and spin): 0.00 486.12 32.32 (in kJ/mol, following the order of the records).